# C31H79N7O11

6 unconnected molecules or ions with the total composition C31H79N7O11 in a non-equilibrium geometry (ωB97M-V/def2-TZVPD, the OMol25 dataset).

Properties
M in Da: 726.0
SMILES string: COCCNCCOC.COCCNCCOC.COCCNCCOC.COCCNCCOC.COCCNCCOC.NC(N)=O
E_HOMO in eV: -8.0
Gap between HOMO and LUMO in eV: 8.558

```
! RIJCOSX wB97M-V def2-TZVPD def2/J DEFGRID3
* xyz 0 1
C 0.02587 -2.44356 6.52965
O 0.27263 -1.93449 5.23688
C -0.42354 -0.78893 4.86494
C -0.29326 -0.54441 3.27788
N 0.98008 0.01504 2.89605
C 1.96792 -1.10459 3.12241
C 3.09029 -0.72682 2.14794
O 2.65873 -1.13316 0.84595
C 3.64236 -0.82056 -0.16182
H 0.40929 -1.70950 7.23835
H 0.75450 -3.25183 6.59217
H -1.00059 -2.80518 6.59055
H -0.05038 0.01536 5.49894
H -1.47607 -0.87846 5.13379
H -1.16663 0.04725 3.00350
H -0.45860 -1.47823 2.74055
H 1.03544 0.24556 1.91427
H 1.59321 -2.07145 2.78645
H 2.14629 -1.21149 4.19239
H 3.89900 -1.33225 2.55725
H 3.47183 0.28502 2.01119
H 4.51112 -1.42867 0.09028
H 3.80305 0.23323 -0.38947
H 3.19884 -1.25668 -1.05692
C 5.53862 -3.94459 -2.56755
O 5.00966 -4.15893 -1.26235
C 3.57125 -4.51514 -1.13625
C 3.08877 -4.39749 0.28201
N 3.86930 -5.37448 1.15288
C 3.88182 -4.93314 2.57313
C 4.39911 -6.10630 3.42764
O 3.92246 -5.98864 4.78176
C 4.50100 -7.02844 5.51769
H 6.61117 -3.82661 -2.41319
H 5.22589 -3.06987 -3.13778
H 5.36618 -4.83820 -3.16742
H 3.37899 -5.51594 -1.52292
H 3.07088 -3.91667 -1.89754
H 2.02454 -4.62007 0.20478
H 3.17628 -3.38522 0.67667
H 4.77786 -5.50746 0.73224
H 2.84779 -4.71421 2.83947
H 4.48272 -4.05126 2.79522
H 5.48873 -6.11850 3.40177
H 3.91227 -6.99933 3.03573
H 4.19937 -6.96708 6.56332
H 5.58266 -7.09202 5.39912
H 4.13026 -7.97071 5.11425
C -2.61772 1.91540 -3.46846
O -1.90027 2.61417 -2.43930
C -1.10849 3.68598 -2.94997
C -0.51456 4.61789 -1.89191
N -1.44071 5.52027 -1.20909
C -0.84560 6.24801 -0.07148
C -0.03409 5.44251 0.95811
O 1.33013 5.20291 0.48955
C 2.03480 4.24710 1.33407
H -3.17744 1.20396 -2.86128
H -1.94329 1.42960 -4.17362
H -3.26504 2.49497 -4.12663
H -1.69270 4.38306 -3.55072
H -0.39520 3.32028 -3.68861
H 0.44552 4.96265 -2.27594
H 0.03453 4.01179 -1.17133
H -2.28762 5.05558 -0.91432
H -1.63013 6.79700 0.44931
H -0.13268 6.97284 -0.46451
H -0.60228 4.55423 1.23415
H -0.00541 6.03841 1.87036
H 3.02954 4.03406 0.94266
H 1.52408 3.29246 1.46032
H 2.11899 4.55070 2.37755
C 3.67767 -1.61244 -5.14984
O 2.59176 -2.41696 -4.70259
C 1.77849 -1.61043 -3.89428
C 0.48809 -2.27689 -3.33570
N -0.38129 -2.43974 -4.48285
C -1.60515 -3.24258 -4.19241
C -2.56602 -2.54144 -3.13510
O -2.10245 -2.65055 -1.79127
C -2.58979 -3.80369 -1.08064
H 4.29600 -2.28655 -5.74258
H 4.26759 -1.15568 -4.35517
H 3.33627 -0.79679 -5.78722
H 1.43833 -0.67756 -4.34387
H 2.37124 -1.37415 -3.01058
H 0.06660 -1.51564 -2.67924
H 0.55346 -3.21855 -2.79063
H 0.18167 -2.83909 -5.22019
H -1.28695 -4.22624 -3.84706
H -2.29028 -3.31223 -5.03730
H -3.57320 -2.95219 -3.20553
H -2.64166 -1.51340 -3.48937
H -2.44021 -4.72632 -1.64143
H -3.65746 -3.74579 -0.86889
H -1.93017 -3.80990 -0.21292
C -6.40367 8.56645 1.27268
O -6.30822 7.33636 0.55217
C -5.13546 7.15868 -0.19786
C -5.10381 5.86037 -0.98184
N -4.45243 4.80257 -0.17757
C -4.68216 3.50853 -0.88699
C -3.93027 2.34324 -0.15871
O -4.64628 1.70213 0.88452
C -4.07015 0.46937 1.34172
H -6.09930 9.41038 0.65362
H -5.76401 8.52672 2.15436
H -7.43319 8.71489 1.59851
H -4.28833 7.25511 0.48124
H -5.18703 7.94498 -0.95098
H -4.59623 6.00784 -1.93510
H -6.11799 5.53515 -1.21371
H -4.86446 4.74640 0.74286
H -4.19794 3.58032 -1.86088
H -5.71075 3.25129 -1.13987
H -2.90293 2.56417 0.13085
H -3.70545 1.51038 -0.82498
H -3.04763 0.60211 1.69514
H -4.29322 -0.33103 0.63624
H -4.56362 0.22554 2.28254
N -1.13130 0.24783 -1.06891
C -0.07056 0.13730 -0.35933
N 0.41787 -1.03451 -0.35559
O 0.52745 1.03434 0.13964
H -1.44954 1.17493 -1.31245
H -1.51661 -0.52888 -1.58694
H 1.27547 -1.19854 0.15206
H -0.10407 -1.85630 -0.62457
*
```